DFT (ωB97M-V/def2-TZVPD) results for a structure of composition C31H31CoF6N5O4S at a distorted geometry.

Values from the calculation:
- multiplicity = 5
- net charge = +1
- max |F| (eV/Å) = 1.0
- HOMO energy (alpha / beta) (eV) = -10.817 / -11.273
- expectation value of S² = 6.016

Positions of all 79 atoms, in Å:
N: 0.609 3.716 -3.692
H: 1.007 5.205 -2.270
H: -3.537 -4.281 1.092
C: -3.859 1.561 -0.324
C: -1.052 1.877 -4.969
O: 1.769 -0.658 1.190
H: 0.419 3.722 -4.680
H: 2.447 4.392 -2.905
C: 0.609 -1.813 -2.118
H: 1.361 -2.819 2.227
C: 1.743 -0.189 2.449
H: -0.522 -1.098 6.449
F: -3.327 2.773 -0.493
H: 0.533 0.452 4.886
H: -3.903 -1.152 -0.336
C: 5.397 0.682 2.314
C: 0.002 2.793 -2.944
H: 3.391 -2.352 -3.945
C: -4.203 1.217 -2.807
C: -2.670 -2.423 1.761
H: 3.954 -0.147 -2.866
S: 0.206 2.768 -1.248
H: 4.626 2.158 5.257
H: -1.686 -0.541 2.022
H: 2.413 1.331 4.661
H: -1.348 1.313 -2.931
C: -0.215 -2.825 5.213
H: 1.555 5.541 -3.921
N: 0.876 -0.614 -1.604
C: -2.860 -3.470 0.859
H: 4.017 -0.358 1.056
H: -3.181 -2.387 2.711
C: 3.054 0.415 2.818
F: -3.271 1.040 0.783
C: 0.495 -0.598 4.641
H: 6.236 0.500 1.655
C: 3.242 1.126 4.003
O: -2.245 0.491 -1.699
C: -0.117 -1.475 5.520
C: -2.184 -3.468 -0.337
C: 1.458 4.772 -3.160
H: -1.781 1.096 -5.166
C: -4.277 -0.721 -1.263
O: -0.213 1.162 1.281
H: -4.041 -1.390 -2.088
H: -5.359 -0.620 -1.184
F: -3.660 2.400 -3.136
C: 0.917 -2.423 3.131
F: -5.526 1.393 -2.721
H: 1.227 -3.423 -3.407
C: 5.578 1.386 3.494
C: 4.496 1.605 4.337
C: -1.829 -1.405 1.390
C: -1.307 -2.414 -0.612
N: -1.154 -1.386 0.221
C: -3.588 0.624 -1.518
C: 0.451 1.326 2.282
H: -0.152 1.661 -5.549
C: 4.144 0.201 1.972
H: -0.691 -3.506 5.905
H: -2.313 -4.268 -1.054
F: -3.972 0.384 -3.839
C: 2.695 -1.865 -3.276
N: -0.775 1.890 -3.548
H: 2.247 0.912 -1.418
F: -5.155 1.706 -0.048
H: -1.483 2.825 -5.303
C: 3.011 -0.641 -2.684
H: 6.557 1.760 3.761
C: 1.492 -2.461 -2.990
N: -0.579 -2.460 -1.793
C: 2.077 -0.057 -1.868
H: 0.255 -4.350 3.778
O: 0.597 2.039 3.212
H: 0.917 -1.064 0.944
C: 0.307 -3.296 4.018
Co: -0.619 0.555 -0.670
C: 1.018 -1.064 3.433
H: -0.751 -3.288 -2.342

=====

DFT (ωB97M-V/def2-TZVPD) results for the molecule C19H16ClN3O3S.

Values from the calculation:
- max |F| (eV/Å) = 1.0
- structure (SMILES) = O=C(NCc1ccccn1)c1ccc(NS(=O)(=O)c2cccc(Cl)c2)cc1
- HOMO energy (eV) = -8.925

Positions of all 43 atoms, in Å:
H: -6.440 3.135 1.726
H: -4.522 -0.700 -2.175
O: 4.295 -1.807 -1.616
H: -1.413 -2.965 0.223
C: 0.669 -2.612 0.432
H: 0.140 0.425 -1.855
N: 3.022 -2.098 0.598
C: -2.125 -0.816 -1.408
C: 4.737 -0.029 0.282
Cl: 5.323 3.460 -1.511
C: 5.123 2.242 -0.312
S: 4.459 -1.732 -0.198
O: 5.432 -2.562 0.442
C: -6.454 1.031 1.297
H: 5.371 3.604 1.319
C: -0.798 -1.198 -0.848
C: 4.895 0.928 -0.699
C: 1.565 -0.707 -0.730
H: 4.695 -0.504 2.355
C: -6.029 2.339 1.125
N: -3.201 -1.262 -0.713
H: 5.096 1.861 3.043
C: 4.809 0.281 1.625
C: -4.577 1.535 -0.589
H: -5.205 -1.789 -0.925
H: 0.822 -3.482 1.055
H: -4.705 3.597 -0.008
C: 5.037 1.596 1.998
C: -4.555 -0.930 -1.107
O: -2.235 -0.159 -2.426
C: 5.193 2.579 1.034
H: 4.842 0.639 -1.737
H: -3.078 -1.647 0.209
C: -5.065 2.592 0.160
C: 0.301 -0.418 -1.200
C: 1.761 -1.813 0.095
H: 2.407 -0.097 -1.009
C: -5.075 0.259 -0.339
C: -0.595 -2.307 -0.031
H: 3.099 -2.941 1.146
N: -5.988 0.016 0.590
H: -3.830 1.679 -1.354
H: -7.202 0.777 2.037

=====

DFT (ωB97M-V/def2-TZVPD) results for the molecule C37H33N3O2 at a distorted geometry.

Values from the calculation:
- max |F| (eV/Å) = 3.5
- HOMO energy (eV) = -7.033

Positions of all 75 atoms, in Å:
C: 0.560 -3.433 -2.548
H: 2.239 2.835 3.771
C: -1.436 5.151 1.822
H: 6.150 -0.500 0.143
C: 1.061 -2.688 -0.296
C: 3.204 -0.801 -1.551
C: 1.426 -4.992 -0.916
C: -3.542 -2.898 -2.467
N: 1.155 -0.658 -4.604
H: -1.398 -2.295 1.871
C: 0.955 -4.731 -2.202
C: -3.262 3.435 1.753
N: -2.013 -0.490 2.773
C: -1.760 -1.252 -2.440
C: -0.896 2.901 2.473
H: -3.785 3.098 2.658
C: 4.929 -2.203 -2.543
C: -2.187 1.373 3.940
N: -1.354 1.586 2.830
H: -3.161 -1.963 1.758
C: -2.265 -1.872 2.391
C: 0.752 -2.401 -1.618
C: -2.586 0.094 3.901
H: -0.347 7.681 2.391
H: 1.666 -4.216 1.081
H: 2.899 -2.099 -3.255
C: 1.414 -3.990 0.050
H: 0.165 -3.237 -3.551
H: 1.323 7.133 2.139
H: -2.704 -1.956 -5.639
C: 0.872 -0.814 -3.475
H: 1.106 -1.876 0.434
H: 3.823 0.361 0.141
H: 1.768 4.933 2.940
H: -1.340 -0.372 -4.372
H: -3.198 -0.458 4.593
C: -2.586 -2.155 -1.766
H: 0.872 -5.520 -2.943
H: -2.159 5.874 1.441
H: -2.474 -2.290 -0.686
C: 1.848 -0.107 -1.542
H: 1.730 -6.006 -0.651
C: -0.131 5.553 2.117
H: -2.453 -2.434 3.311
C: -1.079 -0.358 -0.207
H: -2.151 -0.397 -0.021
H: 1.478 1.453 2.964
H: -3.796 4.315 1.376
H: -4.295 -3.468 -4.410
C: 1.283 2.337 3.581
C: -1.259 0.416 2.131
C: -1.888 -1.133 -3.825
H: -3.352 2.645 0.994
H: 0.877 2.001 4.545
C: -1.842 3.827 2.015
C: 0.378 3.298 2.887
C: 0.625 -0.920 -2.034
C: 5.858 -1.743 -1.603
O: 1.747 1.080 -1.307
C: 5.443 -0.844 -0.612
H: -2.390 2.144 4.662
C: 3.607 -1.743 -2.509
C: -3.583 -2.847 -3.861
C: 0.760 4.625 2.664
C: 0.283 6.969 1.845
C: -0.388 0.139 0.931
C: 4.136 -0.366 -0.603
C: -2.721 -1.988 -4.547
H: -0.832 0.626 -2.065
H: -4.246 -3.519 -1.910
H: 5.245 -2.908 -3.317
O: 0.843 0.331 1.097
H: 6.898 -2.087 -1.634
C: -0.703 -0.393 -1.664
H: 0.184 7.207 0.779

=====

DFT (ωB97M-V/def2-TZVPD) results for a structure of composition C23H23N6O2PPdSSe.

Values from the calculation:
- multiplicity = 3
- max |F| (eV/Å) = 0.4
- HOMO energy (alpha / beta) (eV) = -6.272 / -7.903
- expectation value of S² = 2.016

Positions of all 58 atoms, in Å:
H: 1.508 -1.106 5.593
C: 1.646 -1.898 3.605
C: 3.596 -2.654 -1.641
C: 3.795 3.579 -1.053
C: 1.452 -0.887 4.534
C: -2.995 -3.535 -1.006
H: 4.442 4.399 -1.338
C: 3.103 1.937 0.558
N: -3.700 -2.152 -2.322
C: -3.514 2.214 2.816
C: 1.580 -1.617 2.247
O: -0.888 -1.230 -3.352
H: 1.011 1.196 4.825
H: 3.293 -3.761 -3.457
H: 0.856 1.695 2.422
N: -4.186 -1.526 -3.459
C: 1.102 0.691 2.752
C: 3.937 2.982 0.190
H: -5.767 1.746 0.937
C: 2.866 -3.053 -2.759
N: -2.837 -2.340 -0.431
H: 3.220 1.479 1.532
N: -0.751 3.489 1.055
H: -4.257 2.289 0.115
H: 4.589 -3.052 -1.473
C: 1.601 -2.537 -2.981
C: 1.982 2.087 -1.565
H: -2.804 1.933 3.593
H: -3.060 2.966 2.173
O: -2.500 0.353 1.291
C: 2.113 1.489 -0.314
H: 4.696 3.329 0.879
H: -2.702 -4.468 -0.560
C: 1.178 0.405 4.104
H: 1.721 -2.416 1.530
H: -4.237 -2.258 -4.158
H: 1.212 1.750 -2.247
H: 1.849 -2.909 3.933
C: -4.793 1.447 0.547
C: 1.324 -0.320 1.813
S: -3.828 0.718 1.874
H: -4.914 0.667 -0.204
Se: -1.662 2.288 -1.540
H: 3.649 -1.418 0.111
P: 1.038 0.074 0.075
N: -3.535 -3.447 -2.222
C: -0.366 -1.110 -2.266
Pd: -1.174 -0.065 -0.597
N: -3.327 -1.467 -1.287
H: -3.449 -0.884 -3.746
H: 2.702 3.591 -2.902
C: 1.784 -1.237 -0.947
C: 1.058 -1.629 -2.075
C: -1.123 3.055 0.049
H: 1.018 -2.824 -3.847
C: 2.821 3.127 -1.931
C: 3.064 -1.743 -0.742
H: -4.441 2.567 3.268

=====

DFT (ωB97M-V/def2-TZVPD) results for a structure of composition C41H37KN5O2P2S.

Values from the calculation:
- net charge = +1
- max |F| (eV/Å) = 1.0
- HOMO energy (eV) = -9.311

Positions of all 89 atoms, in Å:
C: -3.870 -5.349 -1.404
H: -0.189 -3.860 0.952
C: 0.489 -3.297 -7.523
C: -4.393 0.105 3.858
C: 5.076 4.491 2.420
C: -0.357 -4.286 -8.004
H: 5.680 2.630 3.307
C: 2.814 0.375 -5.206
C: -2.604 1.825 2.623
H: -2.058 4.172 -1.772
C: 0.620 -3.100 -6.158
H: -1.758 -5.827 -7.486
H: 4.212 6.198 1.449
H: 1.481 1.316 3.508
H: -0.299 2.594 -1.048
H: 3.748 3.118 -3.467
H: -4.079 -6.190 -0.748
K: 0.448 -0.762 -0.684
C: -2.150 0.613 3.137
C: 3.278 2.176 -3.713
O: 1.399 1.282 0.273
C: 1.008 -2.684 5.485
H: 2.360 1.908 -1.776
C: 2.041 -0.217 -4.211
H: 0.817 -2.450 3.354
H: 2.113 5.059 0.901
N: 1.896 0.353 -3.014
H: -5.879 1.595 3.443
H: 2.978 -0.074 -6.175
P: 1.200 2.297 1.345
C: -2.454 -3.299 -1.179
C: 4.073 5.166 1.743
H: -3.012 -2.747 -1.919
C: 0.631 -2.015 4.328
C: -0.002 -0.782 4.415
H: 3.592 1.477 2.764
N: 1.484 -2.100 -5.662
H: -5.087 -0.570 4.340
C: 2.883 4.520 1.437
C: -1.604 4.284 -0.797
H: 0.027 4.693 2.679
C: -1.416 5.448 1.300
C: 2.687 3.194 1.816
C: -0.108 -3.875 -5.268
H: -1.928 2.508 2.124
C: 0.123 -0.884 6.817
C: -0.026 3.529 0.861
H: 0.097 2.372 3.479
O: -0.229 -0.766 1.689
C: 1.354 -1.545 -4.409
S: 0.104 -3.649 -3.534
H: -3.598 -5.728 -2.389
C: -0.615 3.396 -0.392
N: -2.791 -4.563 -0.836
C: 0.602 1.581 2.917
C: -0.258 -0.217 5.665
C: -1.093 -5.057 -7.119
C: 2.501 1.511 -2.775
H: 1.496 -3.647 5.416
H: -2.778 5.996 -0.265
C: -4.836 1.320 3.353
H: 1.049 -2.642 7.626
H: -0.079 -0.447 7.786
H: -1.559 -5.433 -5.058
N: 0.741 -2.069 -3.421
C: 3.708 2.518 2.485
C: -1.027 -3.922 0.279
H: -1.920 -5.955 0.543
C: -0.979 -4.837 -5.753
H: 4.040 2.055 -5.719
C: -3.057 -0.248 3.750
C: -2.007 5.305 0.049
H: -0.444 -4.447 -9.070
C: -3.941 2.180 2.732
H: 1.059 -2.682 -8.211
H: -1.723 6.249 1.959
H: 6.003 4.995 2.660
N: -1.394 -2.878 -0.533
C: -0.429 4.565 1.703
C: 0.756 -2.118 6.726
C: -1.875 -4.975 0.100
H: -2.726 -1.199 4.151
C: 3.436 1.588 -4.952
H: -4.769 -4.741 -1.485
P: -0.447 0.073 2.896
H: 1.892 -1.521 -6.372
C: 4.895 3.163 2.787
H: -0.767 0.737 5.742
H: -4.277 3.127 2.331

=====

DFT (ωB97M-V/def2-TZVPD) results for the molecule C4H6O2 at a distorted geometry.

Values from the calculation:
- max |F| (eV/Å) = 1.0
- structure (SMILES) = C#C[C@H](O)CO
- HOMO energy (eV) = -10.129

Positions of all 12 atoms, in Å:
H: 0.263 1.586 -0.216
H: 0.299 0.469 2.066
H: 3.298 -1.037 -0.187
C: 0.001 0.583 0.126
O: -1.523 -1.241 -0.410
H: -1.967 0.776 -0.640
H: -0.811 0.058 -1.786
O: -0.462 0.491 1.471
H: -1.659 -1.228 0.548
C: 1.284 -0.062 -0.065
C: 2.414 -0.457 -0.163
C: -1.135 0.063 -0.744

=====

DFT (ωB97M-V/def2-TZVPD) results for a structure of composition H11O7V at a distorted geometry.

Values from the calculation:
- multiplicity = 4
- net charge = -1
- max |F| (eV/Å) = 1.6
- HOMO energy (alpha / beta) (eV) = -1.632 / -4.112
- expectation value of S² = 3.756

Positions of all 19 atoms, in Å:
H: -1.556 2.106 -1.353
H: -2.200 2.400 0.042
O: -1.590 1.826 -0.429
O: 1.608 -1.005 0.691
H: 1.281 -1.413 1.492
H: -0.773 0.628 2.807
H: 0.987 2.121 2.050
H: -1.902 -1.656 -0.794
H: 1.757 -0.842 -2.119
O: 2.142 -1.717 -1.869
H: 0.289 0.808 -2.626
V: 0.100 0.371 0.130
H: -1.183 -0.827 2.413
O: -1.052 0.066 2.068
H: -0.587 -2.447 -0.476
O: 0.780 0.794 -1.812
O: -1.003 -1.574 -0.456
H: 2.026 -1.658 -0.871
O: 0.877 2.020 1.112

=====

DFT (ωB97M-V/def2-TZVPD) results for a cluster of 5 separate species, C33H44N3O in total at a distorted geometry.

Values from the calculation:
- net charge = +1
- max |F| (eV/Å) = 5.1
- HOMO energy (eV) = -10.552

Positions of all 81 atoms, in Å:
C: -9.754 -0.185 0.650
H: 8.719 -0.384 -2.370
C: 1.686 -3.667 -5.567
C: -0.087 1.653 5.706
C: -7.288 1.073 0.910
C: -6.428 0.978 6.467
H: 8.701 4.488 -1.500
H: -7.260 1.124 -1.238
H: -0.467 -0.503 1.291
H: 2.767 -1.969 0.727
H: 5.952 -0.536 -1.046
H: -0.616 -4.252 -7.987
C: -0.238 1.585 3.366
N: 3.233 -0.816 -1.789
C: 0.848 -2.679 -8.028
N: 3.420 -2.325 0.002
N: 5.186 -0.542 -0.364
H: -9.459 0.012 -1.469
C: 0.625 -0.807 -1.286
H: 7.008 1.057 -3.433
H: 10.393 3.044 -0.416
C: -6.517 -0.025 5.507
C: -0.106 0.505 0.928
H: -1.146 1.235 5.710
H: 10.406 0.609 -0.856
C: 0.208 -3.779 -7.465
H: -7.582 0.874 3.029
C: -7.993 0.684 2.044
C: 4.063 -1.198 -0.674
H: -0.984 1.137 0.586
C: 0.627 -4.272 -6.234
H: -0.078 2.778 5.658
C: 7.753 1.493 -2.776
H: -5.630 -0.893 3.754
H: -6.328 1.568 1.012
C: 8.712 0.683 -2.175
H: -0.126 -1.553 -0.906
C: 8.702 3.421 -1.687
C: 9.655 2.609 -1.080
C: 1.943 -1.546 -1.783
C: 7.750 2.863 -2.533
H: -1.234 1.054 3.314
H: -3.610 2.521 5.379
C: 0.660 1.322 2.088
H: 1.088 2.245 1.608
H: -0.347 2.716 3.462
C: -5.379 1.891 6.423
C: 1.901 -2.069 -7.356
C: -9.048 0.200 -0.484
H: -5.306 2.668 7.175
H: 2.395 -1.208 -7.792
C: 0.979 0.350 -0.254
H: -7.175 1.048 7.249
H: -9.774 -0.252 2.798
C: -4.426 1.807 5.415
H: 0.524 -2.298 -8.989
C: -7.813 0.827 -0.354
O: 0.549 1.149 4.504
H: 0.499 1.229 6.572
C: -4.518 0.807 4.452
H: 1.855 -1.901 -2.859
H: 2.016 -4.055 -4.609
H: 7.006 3.496 -3.005
C: -5.561 -0.111 4.501
C: 2.435 -2.848 -1.001
H: -7.332 -0.739 5.544
H: 3.213 0.210 -1.796
H: -3.776 0.743 3.664
H: 1.510 0.640 2.408
H: 1.969 0.198 0.287
H: 3.147 -2.090 -5.605
C: 2.322 -2.564 -6.127
H: 5.250 -0.042 0.526
H: 0.993 1.353 -0.775
H: 3.077 -3.549 -1.618
C: 9.661 1.241 -1.326
C: -9.225 0.053 1.914
H: -10.718 -0.672 0.549
H: 0.183 -0.295 -2.199
H: 0.127 -5.128 -5.795
H: 1.608 -3.488 -0.576

=====

Question: max |F| of number 4 (C23H23N6O2PPdSSe)?
Answer: 0.4 eV/Å

=====

Question: Look up the max |F| of the third one.
Answer: 3.5 eV/Å

=====

Question: max |F| of number 2 (C19H16ClN3O3S)?
Answer: 1.0 eV/Å

=====

Question: Among the records above, which one has the lowest max |F|?
Answer: C23H23N6O2PPdSSe